Density functional theory data (ωB97M-V with the def2-TZVPD basis set) for 2 unconnected molecules or ions with the total composition C4H4F4.

Computed properties:
Kohn-Sham gap   0.3928 Eh
SMILES   FC=C(F)F.C=CF

Positions of all 12 atoms, in Å:
C: 1.594 -0.693 1.451
C: 0.372 -0.914 0.924
C: -2.319 0.244 -0.292
C: -3.632 0.038 -0.188
F: 0.239 -1.525 -0.273
F: -1.764 1.153 0.503
F: -4.327 -0.758 -0.944
F: -4.286 0.674 0.737
H: 1.571 -0.214 2.423
H: 2.537 -0.930 0.873
H: -0.668 -0.849 1.173
H: -1.597 -0.302 -0.939

Results of the Mulliken charge analysis, in e, for atoms 1 through 5: C -0.78; C 0.09; C -0.22; C 0.41; F -0.27

***

Density functional theory data (ωB97M-V with the def2-TZVPD basis set) for 2 unconnected molecules or ions with the total composition C4H4F4NO2.

Computed properties:
Kohn-Sham gap   0.2650 Eh
Charge   -1

Positions of all 15 atoms, in Å:
C: -0.416 1.450 -0.815
C: 1.785 -0.327 1.149
C: -0.096 0.032 -0.832
C: -1.132 -0.966 -0.666
N: 1.097 -0.763 2.090
O: -1.489 1.757 -0.058
O: 0.496 2.226 -1.073
F: 0.932 -0.373 -1.762
F: -2.171 -0.983 -1.630
F: -0.677 -2.270 -0.734
F: -1.763 -0.866 0.537
H: 2.393 -0.707 0.236
H: 1.843 0.759 1.380
H: -1.460 2.718 0.099
H: 0.659 -1.687 2.080

Results of the Mulliken charge analysis, in e, for atoms 1 through 5: C 0.32; C -0.07; C -0.05; C 0.96; N -0.60

***

Density functional theory data (ωB97M-V with the def2-TZVPD basis set) for a molecular structure, C4H4FLi.

Computed properties:
Kohn-Sham gap   0.2783 Eh

Positions of all 10 atoms, in Å:
C: -2.829 -0.145 0.522
C: -1.566 0.257 0.374
H: -3.265 -0.102 1.523
H: -3.401 -0.672 -0.251
F: -1.118 0.026 -1.048
Li: 0.380 0.674 0.051
C: 3.129 0.203 0.040
C: 2.285 -0.652 -0.206
H: 3.728 1.062 0.302
H: 2.657 -0.651 -1.309

Results of the Mulliken charge analysis, in e, for atoms 1 through 5: C -0.62; C -0.47; H 0.24; H 0.25; F -0.39

***

Density functional theory data (ωB97M-V with the def2-TZVPD basis set) for C4H4FN in the gas phase.

Computed properties:
Kohn-Sham gap   0.3866 Eh
SMILES   N#CC/C=C\F

Positions of all 10 atoms, in Å:
C: 0.950 -0.416 -1.254
C: -0.237 -0.155 -0.828
C: -0.776 -0.554 0.439
C: -1.381 0.668 1.022
H: 1.472 -0.200 -2.266
H: -0.912 0.442 -1.545
H: 0.020 -1.192 0.971
H: -1.614 -1.309 0.399
N: -1.222 1.861 1.595
F: 2.028 -0.892 -0.555

Results of the Mulliken charge analysis, in e, for atoms 1 through 5: C -0.12; C -0.24; C -0.15; C 0.13; H 0.29

***

Density functional theory data (ωB97M-V with the def2-TZVPD basis set) for C4H4FN3 in the gas phase.

Computed properties:
Kohn-Sham gap   0.3405 Eh
SMILES   [H]/N=c1/nc(F)cc[nH]1

Positions of all 12 atoms, in Å:
C: 1.382 -0.806 0.056
C: 1.409 0.621 0.195
C: 0.242 1.327 0.013
C: -0.962 -0.842 0.000
H: 2.402 1.105 0.180
H: 0.187 2.430 -0.202
H: -1.772 0.892 -0.124
H: -2.899 -0.928 0.045
N: -0.844 0.558 -0.141
N: -2.029 -1.510 0.109
N: 0.322 -1.514 -0.058
F: 2.563 -1.334 -0.074

Results of the Mulliken charge analysis, in e, for atoms 1 through 5: C 0.74; C -0.49; C -0.09; C 0.42; H 0.33

***

Density functional theory data (ωB97M-V with the def2-TZVPD basis set) for C4H4FNO in the gas phase.

Computed properties:
Kohn-Sham gap (alpha / beta)   0.3024 / 0.3025 Eh
SMILES   C=C(F)C(=C)N=O

Positions of all 11 atoms, in Å:
C: 0.632 -1.479 -0.396
C: -1.348 1.377 -0.410
C: 0.568 -0.275 0.143
C: -0.987 0.304 0.320
N: 1.506 0.350 0.908
O: 2.741 0.343 0.659
F: -1.799 -0.324 1.121
H: 1.580 -2.145 -0.503
H: -0.297 -1.968 -0.598
H: -2.214 1.981 -0.448
H: -0.380 1.836 -0.796

Results of the Mulliken charge analysis, in e, for atoms 1 through 5: C -0.64; C -0.66; C 0.34; C 0.40; N -0.05

***

Density functional theory data (ωB97M-V with the def2-TZVPD basis set) for C4H4FNOS in the gas phase.

Computed properties:
Kohn-Sham gap   0.3423 Eh
SMILES   Cc1oc(S)nc1F

Positions of all 12 atoms, in Å:
C: -2.108 -1.758 -0.114
C: -0.982 -0.824 -0.264
C: 0.350 0.779 0.322
C: 0.222 -1.004 -0.777
H: -3.168 -1.308 -0.436
H: -2.219 -2.075 0.953
H: -1.617 -2.630 -0.671
H: 1.872 2.418 -0.012
N: 1.088 -0.006 -0.420
O: -0.926 0.365 0.436
F: 0.615 -2.098 -1.383
S: 0.906 2.278 1.067

Results of the Mulliken charge analysis, in e, for atoms 1 through 5: C -0.89; C 0.29; C 0.50; C 0.57; H 0.25

***

Density functional theory data (ωB97M-V with the def2-TZVPD basis set) for C4H4FNS2 in the gas phase.

Computed properties:
Kohn-Sham gap   0.3094 Eh
SMILES   C=C(F)/C=N\SC=S

Positions of all 12 atoms, in Å:
C: 1.812 0.178 0.065
C: 1.588 1.477 -0.075
C: 0.887 -0.978 -0.047
C: -2.900 -0.497 0.047
H: 2.403 2.145 0.030
H: 0.623 1.912 -0.348
H: 1.403 -1.933 -0.112
H: -2.783 -1.573 -0.097
N: -0.383 -1.037 -0.068
F: 3.054 -0.259 0.351
S: -1.375 0.325 0.092
S: -4.330 0.242 0.163

Results of the Mulliken charge analysis, in e, for atoms 1 through 5: C 0.57; C -0.73; C -0.08; C -0.20; H 0.29

***

Density functional theory data (ωB97M-V with the def2-TZVPD basis set) for a molecular structure, C4H4FeLiO5.

Computed properties:
Kohn-Sham gap (alpha / beta)   0.3610 / 0.2423 Eh
2S+1   6
Charge   +2

Positions of all 15 atoms, in Å:
O: -2.206 0.728 -0.436
C: -1.600 -0.148 0.207
O: -2.088 -1.339 0.298
O: -0.458 0.171 0.779
C: 0.143 -0.620 1.855
C: 0.704 -1.971 1.458
H: -0.631 -0.746 2.627
H: 0.894 0.080 2.246
H: 1.682 -1.983 0.955
H: 0.967 -2.454 2.416
O: 2.048 -4.562 -1.635
O: -0.070 -4.256 -0.815
C: 0.921 -4.577 -1.362
Li: -3.600 -0.638 -0.844
Fe: -0.912 -2.918 0.465

Results of the Mulliken charge analysis, in e, for atoms 1 through 5: O -0.70; C 1.25; O -0.85; O -0.25; C -0.71

***

Density functional theory data (ωB97M-V with the def2-TZVPD basis set) for a molecular structure, C4H4GaLiO5.

Computed properties:
Kohn-Sham gap (alpha / beta)   0.2412 / 0.2848 Eh
Charge   +2

Positions of all 15 atoms, in Å:
O: -0.199 -1.100 -2.037
C: -1.098 -0.259 -1.648
O: -2.249 -0.295 -2.072
O: -0.687 0.521 -0.646
C: -0.919 0.230 0.755
C: 0.408 0.004 1.452
H: -1.552 -0.663 0.839
H: -1.444 1.115 1.137
H: 0.629 -1.057 1.642
H: 0.169 0.181 2.513
O: 1.793 1.357 1.729
O: 2.619 0.534 -0.139
C: 2.656 1.338 0.797
Li: -1.445 -1.365 -3.380
Ga: 1.319 -0.543 -0.942

Results of the Mulliken charge analysis, in e, for atoms 1 through 5: O -0.61; C 0.98; O -0.64; O -0.30; C -0.01

***

Density functional theory data (ωB97M-V with the def2-TZVPD basis set) for a molecular structure, C4H4HgN2O4.

Computed properties:
Kohn-Sham gap   0.3298 Eh
Charge   +2

Positions of all 15 atoms, in Å:
O: -1.900 3.640 -2.607
C: -1.371 2.962 -1.877
Hg: -0.103 1.234 -0.126
C: -1.093 1.984 1.633
C: 1.878 1.984 -0.523
O: -1.673 2.426 2.513
O: 2.895 2.427 -0.802
N: -0.278 -2.958 -0.398
C: -0.008 -1.712 -0.019
N: 0.791 -1.500 1.077
O: -0.560 -0.855 -0.767
H: 0.071 -3.770 0.074
H: -0.878 -2.983 -1.218
H: 1.041 -0.575 1.427
H: 1.188 -2.304 1.613

Results of the Mulliken charge analysis, in e, for atoms 1 through 5: O 0.02; C 0.09; Hg 1.06; C 0.31; C 0.31

***

Density functional theory data (ωB97M-V with the def2-TZVPD basis set) for a molecular structure, C4H4I2.

Computed properties:
Kohn-Sham gap (alpha / beta)   0.2671 / 0.2673 Eh

Positions of all 10 atoms, in Å:
C: 0.211 0.034 0.268
C: 1.443 0.390 0.229
C: -1.013 -0.770 0.099
C: -1.048 0.676 -0.188
I: 2.718 1.997 -0.074
I: 2.884 -2.011 0.203
H: -0.904 -1.544 -0.670
H: -1.500 -1.093 0.929
H: -1.724 1.164 0.417
H: -1.068 1.157 -1.213

Results of the Mulliken charge analysis, in e, for atoms 1 through 5: C 0.86; C -0.92; C -0.34; C -0.57; I 0.24